{
  "formula": "C4H10O2",
  "method": "the ωB97M-V functional and the def2-TZVPD basis",
  "fmax_ev_per_a": 0.319,
  "de_lowest_ev": 2.112,
  "smiles": "C1CO1.CCO",
  "total_energy_ha": -308.82054,
  "e_homo_ha": -0.366,
  "symbols": ["C", "C", "O", "H", "H", "H", "H", "C", "C", "O", "H", "H", "H", "H", "H", "H"],
  "xyz": [[1.911, 0.728, -0.576], [2.710, 0.403, 0.604], [1.642, -0.446, 0.194], [1.140, 1.491, -0.500], [2.312, 0.538, -1.570], [2.539, 0.943, 1.534], [3.704, -0.026, 0.484], [-2.460, -1.048, 0.055], [-1.548, 0.087, -0.386], [-0.847, 0.656, 0.703], [-1.877, -1.861, 0.501], [-3.022, -1.458, -0.792], [-3.168, -0.689, 0.808], [-2.140, 0.893, -0.834], [-0.848, -0.270, -1.159], [-0.077, 0.084, 0.858]]
}


{
  "formula": "C28H30BCsFN11O3",
  "method": "the ωB97M-V functional and the def2-TZVPD basis",
  "fmax_ev_per_a": 1.491,
  "charge": 1,
  "spin_multiplicity": 2,
  "s2": 0.756,
  "total_energy_ha": -2057.68928,
  "e_homo_ha": [-0.336, -0.336],
  "symbols": ["Cs", "C", "C", "N", "N", "C", "B", "N", "C", "C", "C", "N", "N", "C", "C", "C", "N", "N", "C", "C", "C", "N", "H", "H", "H", "H", "H", "H", "H", "H", "H", "H", "H", "H", "C", "C", "N", "C", "C", "C", "O", "O", "C", "O", "C", "C", "C", "F", "C", "C", "C", "N", "C", "C", "N", "C", "C", "H", "H", "H", "H", "H", "H", "H", "H", "H", "H", "H", "H", "H", "H", "H", "H", "H", "H"],
  "xyz": [[1.814, -1.795, -0.182], [3.317, -5.136, 2.821], [3.005, -3.769, 2.798], [3.629, -3.147, 1.805], [4.356, -4.092, 1.176], [4.188, -5.292, 1.766], [5.109, -3.791, -0.146], [5.659, -2.358, -0.164], [6.943, -2.009, 0.072], [7.012, -0.639, 0.120], [5.691, -0.225, -0.110], [4.882, -1.259, -0.277], [4.131, -4.049, -1.340], [3.626, -5.267, -1.636], [2.821, -5.144, -2.744], [2.895, -3.777, -3.060], [3.679, -3.124, -2.212], [6.267, -4.782, -0.303], [6.846, -5.173, -1.463], [8.005, -5.840, -1.155], [8.045, -5.820, 0.252], [7.012, -5.170, 0.759], [2.987, -5.885, 3.520], [2.378, -3.210, 3.477], [4.724, -6.163, 1.432], [7.713, -2.750, 0.204], [7.883, -0.029, 0.284], [5.302, 0.780, -0.175], [3.886, -6.138, -1.058], [2.277, -5.917, -3.259], [2.421, -3.253, -3.876], [6.395, -4.940, -2.414], [8.708, -6.292, -1.834], [8.783, -6.246, 0.912], [-6.612, 0.951, -1.015], [-5.978, 0.649, 0.337], [-4.515, 0.568, 0.267], [-3.931, -0.642, 0.216], [-2.592, -0.827, 0.104], [-2.009, -2.170, 0.105], [-2.581, -3.246, 0.005], [-0.733, -2.352, 0.269], [-1.687, 0.284, -0.003], [-0.484, 0.144, -0.152], [-2.333, 1.607, 0.066], [-1.546, 2.751, -0.003], [-2.125, 3.987, 0.051], [-1.344, 5.077, -0.072], [-3.507, 4.145, 0.211], [-4.288, 3.001, 0.281], [-3.724, 1.724, 0.196], [-4.145, 5.411, 0.308], [-3.396, 6.569, 0.789], [-4.394, 7.710, 1.046], [-5.757, 7.110, 1.232], [-6.264, 6.513, -0.057], [-5.088, 5.791, -0.732], [-7.695, 1.005, -0.911], [-6.377, 0.159, -1.726], [-6.252, 1.893, -1.429], [-6.329, -0.311, 0.707], [-6.249, 1.392, 1.087], [-4.583, -1.506, 0.282], [-0.476, 2.642, -0.124], [-5.352, 3.119, 0.424], [-2.648, 6.932, 0.081], [-2.882, 6.293, 1.709], [-4.473, 8.392, 0.202], [-4.139, 8.281, 1.935], [-6.417, 7.798, 1.594], [-5.679, 6.357, 1.918], [-6.664, 7.323, -0.664], [-7.068, 5.829, 0.207], [-4.614, 6.438, -1.480], [-5.456, 4.910, -1.251]]
}


{
  "formula": "C53H144F6LiN8O15P",
  "method": "the ωB97M-V functional and the def2-TZVPD basis",
  "fmax_ev_per_a": 3.492,
  "total_energy_ha": -4620.54742,
  "e_homo_ha": -0.331,
  "symbols": ["Li", "P", "F", "F", "F", "F", "F", "F", "C", "C", "C", "O", "H", "H", "H", "H", "H", "H", "H", "H", "C", "C", "C", "O", "H", "H", "H", "H", "H", "H", "H", "H", "C", "C", "C", "O", "H", "H", "H", "H", "H", "H", "H", "H", "C", "C", "C", "O", "H", "H", "H", "H", "H", "H", "H", "H", "C", "C", "C", "O", "H", "H", "H", "H", "H", "H", "H", "H", "C", "C", "C", "O", "H", "H", "H", "H", "H", "H", "H", "H", "C", "C", "C", "O", "H", "H", "H", "H", "H", "H", "H", "H", "C", "C", "C", "O", "C", "N", "H", "H", "H", "H", "H", "H", "H", "H", "H", "H", "H", "C", "C", "C", "O", "C", "N", "H", "H", "H", "H", "H", "H", "H", "H", "H", "H", "H", "C", "C", "C", "O", "C", "N", "H", "H", "H", "H", "H", "H", "H", "H", "H", "H", "H", "C", "C", "C", "O", "C", "N", "H", "H", "H", "H", "H", "H", "H", "H", "H", "H", "H", "C", "C", "C", "O", "C", "N", "H", "H", "H", "H", "H", "H", "H", "H", "H", "H", "H", "C", "C", "C", "O", "C", "N", "H", "H", "H", "H", "H", "H", "H", "H", "H", "H", "H", "C", "C", "C", "O", "C", "N", "H", "H", "H", "H", "H", "H", "H", "H", "H", "H", "H", "C", "C", "C", "O", "C", "N", "H", "H", "H", "H", "H", "H", "H", "H", "H", "H", "H"],
  "xyz": [[-2.647, -0.154, 1.326], [0.283, 0.290, 0.655], [-1.009, 0.855, -0.125], [0.176, -1.104, -0.152], [1.226, 0.936, -0.426], [1.495, -0.262, 1.447], [0.408, 1.712, 1.483], [-0.708, -0.381, 1.789], [-2.034, 6.181, 1.946], [-0.896, 5.342, 1.430], [0.440, 5.910, 1.728], [-1.049, 4.056, 2.059], [-2.044, 6.360, 3.026], [-3.064, 5.980, 1.552], [-1.884, 7.198, 1.516], [-1.070, 5.206, 0.296], [0.713, 5.859, 2.795], [0.594, 6.929, 1.436], [1.174, 5.337, 1.175], [-0.548, 3.408, 1.515], [2.973, -1.919, 6.433], [3.540, -1.781, 5.041], [3.218, -3.021, 4.240], [3.039, -0.546, 4.399], [3.446, -1.173, 7.091], [3.092, -2.961, 6.799], [1.890, -1.782, 6.465], [4.589, -1.602, 5.267], [2.175, -3.087, 4.037], [3.572, -3.986, 4.667], [3.693, -3.005, 3.266], [3.011, -0.676, 3.445], [-1.789, -5.849, -2.034], [-2.530, -4.715, -1.329], [-2.100, -4.602, 0.099], [-2.430, -3.489, -2.098], [-0.735, -5.975, -1.795], [-1.890, -5.776, -3.108], [-2.189, -6.807, -1.705], [-3.590, -4.868, -1.298], [-2.750, -3.855, 0.659], [-1.131, -4.232, 0.392], [-2.209, -5.589, 0.566], [-1.524, -3.255, -2.219], [6.150, -1.028, 1.811], [6.343, 0.061, 0.763], [7.869, 0.414, 0.594], [5.966, -0.494, -0.543], [6.576, -1.974, 1.481], [5.053, -1.117, 1.914], [6.599, -0.806, 2.767], [5.780, 0.965, 0.958], [8.051, 1.171, -0.124], [8.363, -0.533, 0.317], [8.237, 0.769, 1.607], [5.033, -0.655, -0.781], [-1.410, 1.613, 6.633], [-0.015, 1.327, 6.195], [0.886, 1.123, 7.358], [-0.109, 0.142, 5.360], [-1.846, 0.720, 7.162], [-2.117, 1.926, 5.829], [-1.387, 2.345, 7.445], [0.358, 2.125, 5.521], [0.436, 0.410, 8.096], [1.175, 2.041, 7.785], [1.805, 0.668, 7.010], [0.638, 0.115, 4.722], [4.200, 2.591, -1.755], [2.998, 3.022, -2.526], [2.180, 4.114, -1.899], [3.600, 3.360, -3.840], [4.600, 1.726, -2.218], [3.872, 2.349, -0.716], [5.004, 3.390, -1.667], [2.368, 2.201, -2.754], [1.949, 3.827, -0.863], [1.224, 4.234, -2.457], [2.822, 5.032, -1.902], [2.845, 3.719, -4.391], [-1.899, 2.705, -2.276], [-2.577, 3.548, -3.387], [-1.534, 4.381, -4.171], [-3.412, 2.652, -4.102], [-1.148, 2.028, -2.674], [-2.651, 2.096, -1.682], [-1.380, 3.287, -1.564], [-3.210, 4.293, -2.856], [-2.062, 5.089, -4.767], [-0.921, 3.818, -4.840], [-0.879, 4.852, -3.482], [-2.839, 1.953, -4.506], [-4.134, 3.091, 3.705], [-3.499, 1.808, 3.217], [-4.158, 0.475, 3.678], [-3.373, -0.547, 3.159], [-3.737, -1.838, 3.669], [-3.398, 1.802, 1.704], [-4.089, 3.198, 4.771], [-5.133, 3.112, 3.335], [-3.635, 3.968, 3.325], [-2.464, 1.773, 3.506], [-5.201, 0.515, 3.293], [-4.256, 0.433, 4.750], [-3.270, -2.499, 2.979], [-4.820, -1.936, 3.583], [-3.383, -2.049, 4.648], [-4.319, 2.026, 1.321], [-2.785, 2.536, 1.469], [5.279, 5.240, 0.806], [5.279, 5.720, 2.279], [4.480, 4.755, 3.119], [3.252, 4.397, 2.458], [2.560, 3.409, 3.235], [6.588, 5.742, 2.914], [5.957, 5.914, 0.186], [4.291, 5.217, 0.325], [5.733, 4.184, 0.710], [4.790, 6.749, 2.477], [4.387, 5.098, 4.179], [5.109, 3.818, 3.154], [3.298, 2.807, 3.842], [1.992, 2.842, 2.522], [1.825, 3.796, 3.895], [7.300, 6.318, 2.402], [7.042, 4.861, 3.045], [-5.567, 5.334, 0.849], [-4.729, 5.044, -0.394], [-5.305, 3.798, -1.165], [-5.549, 2.678, -0.278], [-6.823, 2.100, -0.475], [-4.524, 6.235, -1.126], [-6.500, 5.798, 0.496], [-5.081, 6.040, 1.509], [-5.760, 4.489, 1.438], [-3.733, 4.674, -0.163], [-4.650, 3.424, -1.893], [-6.280, 4.100, -1.662], [-7.059, 1.881, -1.549], [-7.670, 2.639, -0.171], [-6.858, 1.101, 0.084], [-5.274, 6.419, -1.787], [-3.573, 6.320, -1.581], [1.615, -6.307, 5.402], [0.319, -6.473, 4.638], [-0.328, -5.046, 4.517], [0.308, -4.304, 3.497], [-0.425, -3.123, 3.184], [0.504, -7.123, 3.355], [1.425, -5.913, 6.407], [2.389, -5.719, 4.948], [2.092, -7.232, 5.600], [-0.340, -7.084, 5.262], [-0.208, -4.556, 5.442], [-1.407, -5.181, 4.181], [-0.411, -2.393, 4.052], [-1.512, -3.406, 2.896], [0.142, -2.666, 2.349], [0.693, -8.102, 3.387], [1.317, -6.662, 2.950], [2.866, -3.983, -2.110], [3.899, -2.858, -1.816], [5.156, -2.965, -2.667], [4.841, -2.722, -4.023], [6.007, -2.936, -4.746], [3.357, -1.465, -1.839], [2.306, -3.670, -2.995], [2.252, -4.157, -1.239], [3.411, -4.929, -2.389], [4.241, -3.049, -0.811], [5.649, -3.951, -2.519], [5.906, -2.212, -2.317], [5.690, -3.137, -5.776], [6.683, -3.784, -4.360], [6.683, -2.060, -4.843], [3.166, -1.048, -2.750], [2.572, -1.402, -1.228], [-4.928, -0.600, -2.382], [-4.578, -0.543, -0.894], [-5.561, -1.322, -0.085], [-5.713, -2.645, -0.549], [-6.581, -3.387, 0.294], [-3.144, -0.865, -0.580], [-4.533, 0.221, -2.911], [-6.033, -0.593, -2.566], [-4.579, -1.502, -2.879], [-4.822, 0.479, -0.565], [-6.544, -0.821, -0.140], [-5.249, -1.259, 0.977], [-6.050, -3.326, 1.256], [-6.591, -4.436, -0.021], [-7.606, -3.049, 0.562], [-2.510, -0.395, -1.211], [-2.952, -1.815, -0.783], [0.820, -0.080, -3.911], [-0.382, -0.910, -3.599], [-1.361, -0.963, -4.700], [-1.723, 0.404, -5.162], [-2.761, 0.374, -6.135], [-0.089, -2.312, -3.315], [1.309, 0.139, -2.944], [0.574, 0.804, -4.473], [1.410, -0.658, -4.604], [-0.914, -0.510, -2.693], [-2.229, -1.600, -4.431], [-0.895, -1.504, -5.572], [-2.956, 1.419, -6.402], [-3.735, -0.136, -5.856], [-2.452, -0.047, -7.120], [0.616, -2.312, -2.635], [0.283, -2.851, -4.089], [1.153, -5.487, -5.687], [1.370, -4.489, -6.762], [0.006, -4.165, -7.315], [0.194, -3.290, -8.399], [-0.950, -2.577, -8.767], [1.830, -3.244, -6.134], [2.088, -5.704, -5.055], [0.804, -6.456, -6.133], [0.395, -5.263, -4.985], [1.976, -4.875, -7.559], [-0.744, -3.737, -6.597], [-0.392, -5.104, -7.718], [-1.229, -1.852, -7.924], [-1.776, -3.218, -8.864], [-0.699, -2.044, -9.633], [2.473, -3.329, -5.356], [2.018, -2.465, -6.755]]
}


{
  "formula": "C3H12N2S2",
  "method": "the ωB97M-V functional and the def2-TZVPD basis",
  "fmax_ev_per_a": 0.351,
  "de_lowest_ev": 0.175,
  "smiles": "NCCN.CSS",
  "total_energy_ha": -1027.36764,
  "e_homo_ha": -0.337,
  "symbols": ["N", "C", "C", "N", "H", "H", "H", "H", "H", "H", "H", "H", "C", "S", "S", "H", "H", "H", "H"],
  "xyz": [[0.433, 1.429, 2.174], [-0.009, 2.189, 1.011], [-1.507, 2.075, 0.848], [-1.956, 2.791, -0.345], [1.385, 1.658, 2.425], [0.358, 0.433, 2.032], [0.464, 1.890, 0.071], [0.240, 3.234, 1.172], [-1.789, 1.019, 0.858], [-1.991, 2.504, 1.726], [-1.910, 2.209, -1.172], [-2.909, 3.100, -0.245], [2.267, -1.083, -0.379], [1.024, -2.399, -0.574], [-0.693, -1.368, -1.063], [2.795, -0.930, -1.310], [2.963, -1.397, 0.391], [1.784, -0.166, -0.083], [-1.285, -1.420, 0.140]]
}


{
  "formula": "C13H19N",
  "method": "the ωB97M-V functional and the def2-TZVPD basis",
  "fmax_ev_per_a": 2.413,
  "de_lowest_ev": 1.189,
  "smiles": "CCc1c[nH]c2ccccc12.CCC",
  "total_energy_ha": -561.47905,
  "e_homo_ha": -0.290,
  "symbols": ["C", "C", "C", "C", "N", "C", "C", "C", "C", "C", "C", "H", "H", "H", "H", "H", "H", "H", "H", "H", "H", "H", "C", "C", "C", "H", "H", "H", "H", "H", "H", "H", "H"],
  "xyz": [[-3.187, 2.600, -0.530], [-2.579, 1.195, -0.283], [-1.262, 1.239, 0.420], [-1.128, 1.178, 1.763], [0.222, 1.044, 2.108], [0.905, 0.783, 0.940], [2.247, 0.489, 0.764], [2.659, 0.335, -0.564], [1.844, 0.687, -1.632], [0.566, 1.183, -1.449], [0.062, 1.082, -0.153], [-3.570, 2.780, -1.536], [-2.350, 3.302, -0.559], [-3.818, 2.893, 0.283], [-3.318, 0.597, 0.245], [-2.486, 0.656, -1.225], [-1.840, 1.399, 2.542], [0.456, 0.688, 2.997], [2.975, 0.350, 1.544], [3.718, 0.148, -0.653], [2.293, 0.721, -2.618], [0.002, 1.709, -2.205], [-0.229, -2.183, -0.738], [-0.239, -3.725, -0.443], [1.087, -4.049, 0.240], [0.459, -1.917, -1.537], [0.164, -1.590, 0.081], [-1.290, -1.942, -0.823], [-1.141, -3.865, 0.145], [-0.284, -4.149, -1.428], [1.893, -3.928, -0.488], [1.179, -3.419, 1.121], [1.265, -5.092, 0.536]]
}


{
  "formula": "C16H24AsF3N3PdS5",
  "method": "the ωB97M-V functional and the def2-TZVPD basis",
  "fmax_ev_per_a": 1.557,
  "charge": -1,
  "de_lowest_ev": 0.270,
  "total_energy_ha": -5442.68702,
  "e_homo_ha": -0.170,
  "symbols": ["Pd", "S", "As", "S", "S", "S", "F", "C", "F", "F", "C", "C", "C", "C", "N", "C", "S", "H", "H", "H", "C", "C", "N", "C", "C", "N", "C", "C", "H", "H", "H", "H", "H", "H", "H", "H", "H", "H", "H", "H", "C", "C", "C", "C", "H", "H", "H", "H", "H", "H", "H", "H", "H"],
  "xyz": [[0.132, 1.125, -1.427], [-2.117, 3.986, -3.866], [-1.434, 3.644, -1.981], [0.652, 3.458, -1.805], [-2.073, 0.734, -1.852], [-2.441, 4.135, -0.274], [4.606, -2.811, -0.178], [3.893, -2.469, -1.282], [2.788, -3.216, -1.282], [4.645, -2.865, -2.341], [3.636, -0.993, -1.319], [4.735, -0.161, -1.188], [4.584, 1.217, -1.190], [3.303, 1.725, -1.311], [2.247, 0.935, -1.440], [2.366, -0.411, -1.459], [0.793, -1.105, -1.640], [5.719, -0.602, -1.079], [5.430, 1.880, -1.091], [3.106, 2.789, -1.311], [-0.814, -0.165, 1.669], [-0.903, -0.244, 3.217], [0.154, 0.566, 3.834], [1.456, 0.090, 3.360], [1.534, 0.191, 1.812], [0.281, 0.725, 1.287], [0.040, 2.054, 1.854], [-0.011, 1.960, 3.402], [-1.730, 0.225, 1.220], [-0.615, -1.145, 1.227], [-0.791, -1.272, 3.571], [-1.864, 0.129, 3.577], [1.588, -0.941, 3.698], [2.230, 0.697, 3.836], [1.696, -0.791, 1.358], [2.347, 0.848, 1.492], [-0.896, 2.432, 1.440], [0.830, 2.723, 1.505], [-0.966, 2.326, 3.786], [0.781, 2.551, 3.869], [-4.088, -2.322, -0.436], [-3.838, -1.363, -1.597], [-4.426, -1.908, -2.895], [-2.332, -1.069, -1.749], [-5.150, -2.556, -0.335], [-3.745, -1.890, 0.507], [-3.548, -3.261, -0.589], [-4.338, -0.417, -1.371], [-3.945, -2.852, -3.168], [-4.275, -1.204, -3.715], [-5.499, -2.091, -2.799], [-1.784, -1.476, -0.899], [-1.948, -1.543, -2.655]]
}